# 1
8
Properties=species:S:1:pos:R:3:forces:R:3:mulliken_charge:R:1 method="wB97M-V/def2-TZVPD" homo_lumo_gap_ev="6.4 / 6.4" e_lumo_ha="-0.09007 / -0.08996" multiplicity=1 homo_energy_ev="-8.833 / -8.841"
C 0.3582 -0.1275 0.6234 -1.121 -0.398 -0.298 -0.4300
C -0.4139 0.6088 -0.1828 -0.382 -0.583 -0.255 -0.3536
I 2.3648 -0.4675 0.0856 0.531 0.169 -0.045 0.5376
I 3.6453 2.2468 -0.1017 -0.571 -0.519 0.154 -0.3321
I 1.7404 -3.2907 -0.0474 -0.072 0.298 0.083 -0.2890
I -2.5043 0.4271 0.0261 0.322 0.180 0.172 0.0871
H -0.0227 -0.8716 1.4025 0.743 1.407 -1.085 0.4137
H -0.2209 1.1853 -1.1199 0.549 -0.552 1.274 0.3663



# 2
7
Properties=species:S:1:pos:R:3:forces:R:3:mulliken_charge:R:1 method="wB97M-V/def2-TZVPD" homo_lumo_gap_ev=7.0 e_lumo_ha=0.11669 charge=-1 multiplicity=1 homo_energy_ev=-3.862 smiles="O=C([O-])CI"
O -0.2001 -1.6246 -0.7544 -0.226 -0.618 -0.775 -0.6066
C 0.6293 -0.7715 -0.5198 -0.753 1.912 2.438 0.5722
O 1.8377 -0.6407 -0.5249 0.888 -0.101 -0.625 -0.6312
C -0.1595 0.5424 0.4513 0.967 -0.137 -3.495 -0.7602
I -1.9481 1.0708 -0.6085 -0.202 0.271 0.112 -0.1427
H -0.4752 -0.0507 1.2178 -0.946 -1.163 2.424 0.2340
H 0.3160 1.4743 0.7385 0.272 -0.165 -0.080 0.3345



# 3
7
Properties=species:S:1:pos:R:3:forces:R:3:mulliken_charge:R:1 method="wB97M-V/def2-TZVPD" homo_lumo_gap_ev=5.8 e_lumo_ha=0.12207 charge=-1 multiplicity=1 homo_energy_ev=-2.517
C 1.1148 -0.7501 -0.7605 -2.162 1.330 -1.374 0.5548
C -0.5321 0.5466 0.6845 0.703 -0.858 -0.413 -0.8391
O 0.4805 -0.8140 -1.7356 -0.089 -0.417 0.051 -0.3755
S 2.4156 -0.8616 0.0748 2.282 -0.504 1.694 -0.4338
I -2.1229 0.5002 -0.7182 -0.959 -0.306 -0.268 -0.2430
H -0.6694 -0.2078 1.4961 -0.376 0.800 -0.446 0.1643
H -0.6865 1.5867 0.9590 0.602 -0.046 0.755 0.1724